[1]
Here is a structure of composition C42H41N8O3S2ScSeSi from the Open Molecules 2025 dataset. Energies are from ωB97M-V/def2-TZVPD.

Each line ends with the Mulliken charge.
Element x y z (Å)
Sc: 0.628 -0.665 0.323  -1.41
O: -1.625 -0.378 4.136  -0.78
C: -1.851 0.941 4.223  0.53
C: -2.433 1.412 5.405  -0.74
C: -2.710 2.752 5.568  -0.37
C: -2.414 3.661 4.554  -0.99
C: -1.848 3.199 3.382  -0.69
C: -1.556 1.847 3.192  0.11
C: -0.971 1.383 1.909  0.02
O: -0.641 0.138 1.825  1.22
N: -0.879 2.245 0.937  -0.92
N: -0.368 1.682 -0.222  2.61
C: -0.590 2.440 -1.226  -2.29
C: -0.217 2.179 -2.620  1.49
C: -0.663 3.083 -3.586  -0.97
C: -0.325 2.872 -4.909  -0.72
C: 0.460 1.776 -5.228  -0.99
C: 0.862 0.937 -4.197  -0.56
N: 0.529 1.120 -2.928  1.27
H: -1.164 -0.530 3.276  0.06
H: -2.642 0.687 6.182  0.51
H: -3.150 3.097 6.497  0.39
H: -2.621 4.717 4.682  0.40
H: -1.606 3.876 2.574  0.41
H: -1.124 3.371 -1.041  0.11
H: -1.277 3.925 -3.291  0.48
H: -0.665 3.554 -5.680  0.41
H: 0.763 1.572 -6.247  0.45
H: 1.482 0.071 -4.405  0.37
S: 2.585 -2.494 -0.320  -0.48
C: 3.180 -1.127 -1.113  0.41
N: 2.535 0.011 -1.103  0.99
C: 3.264 1.033 -1.680  -1.37
C: 2.921 2.383 -1.676  0.22
C: 3.749 3.290 -2.310  -0.95
C: 4.927 2.875 -2.938  -0.62
C: 5.303 1.543 -2.909  -0.43
C: 4.474 0.632 -2.267  0.73
S: 4.711 -1.070 -1.988  -0.49
H: 2.032 2.695 -1.147  0.38
H: 3.486 4.341 -2.306  0.42
H: 5.562 3.603 -3.429  0.37
H: 6.232 1.219 -3.363  0.39
C: 0.518 2.642 7.319  -1.91
C: 1.009 2.193 5.968  0.86
C: 1.145 3.088 4.918  -0.87
C: 1.583 2.683 3.661  0.88
C: 1.656 3.706 2.559  -1.89
C: 1.908 1.334 3.430  0.22
Se: 2.546 0.829 1.687  -0.44
C: 1.786 0.419 4.490  1.09
C: 2.123 -1.042 4.363  -2.12
C: 1.334 0.867 5.729  -0.63
H: 0.081 3.641 7.262  0.34
H: 1.329 2.672 8.053  0.44
H: -0.248 1.965 7.702  0.36
H: 0.873 4.130 5.068  0.13
H: 1.364 4.691 2.935  0.34
H: 0.991 3.428 1.738  0.21
H: 2.661 3.767 2.139  0.44
H: 2.345 -1.330 3.341  0.13
H: 1.296 -1.657 4.721  0.36
H: 2.994 -1.292 4.974  0.45
H: 1.217 0.136 6.526  0.33
N: -1.921 -2.951 1.294  -0.06
C: -0.739 -3.111 1.935  1.13
O: 0.216 -2.333 1.662  0.10
C: -0.625 -4.151 2.900  0.50
C: -1.722 -5.005 3.130  -0.45
N: -2.634 -5.693 3.327  -0.75
C: 0.586 -4.395 3.588  -0.08
N: 1.561 -4.643 4.156  -0.79
H: -2.674 -3.596 1.455  0.21
H: -1.900 -2.386 0.454  -0.31
C: -0.107 -4.391 -1.062  -0.96
Si: -0.491 -2.871 -2.102  0.55
C: 0.878 -2.600 -3.382  -0.38
C: -2.040 -3.425 -3.044  -1.33
N: -0.815 -1.448 -1.158  0.96
C: -1.918 -0.662 -1.499  0.59
C: -2.804 -0.165 -0.524  0.21
C: -3.870 0.655 -0.853  -0.47
C: -4.123 1.003 -2.174  -0.86
C: -3.282 0.502 -3.160  -0.93
C: -2.209 -0.307 -2.832  -0.12
H: 0.436 -5.108 -1.686  0.44
H: -1.033 -4.868 -0.728  0.25
H: 0.501 -4.190 -0.183  0.03
H: 1.591 -3.427 -3.389  0.42
H: 1.432 -1.696 -3.122  -0.58
H: 0.475 -2.479 -4.393  0.39
H: -1.891 -4.466 -3.350  0.41
H: -2.261 -2.841 -3.937  0.31
H: -2.921 -3.393 -2.396  0.33
H: -2.617 -0.400 0.516  -0.19
H: -4.504 1.032 -0.059  0.39
H: -4.956 1.648 -2.430  0.34
H: -3.449 0.763 -4.200  0.40
H: -1.536 -0.643 -3.612  0.58

As for the spin multiplicity: 1. The charge is -2. The calculation puts the energy at -6537.2927 Ha. The energy above the lowest of the compared OMol25 structures with the same formula, charge and spin comes out at 5.4 kJ/mol. The HOMO energy is -0.0795 hartree. As for the HOMO-LUMO gap: 6.062 eV.

***

[2]
Here is the molecule C7H7F2N in a non-equilibrium geometry from the Open Molecules 2025 dataset. Energies are from ωB97M-V/def2-TZVPD.

Each line ends with the Mulliken charge.
Element x y z (Å)
C: -0.364 1.264 0.001  -0.67
C: -0.648 0.007 0.637  0.93
C: 0.604 1.043 -1.063  0.60
C: 0.205 -0.970 -0.038  -0.07
C: 1.161 2.044 -1.859  -1.26
C: 0.308 -2.256 0.367  0.22
C: -1.517 -0.245 1.758  -1.31
N: 0.828 -0.310 -1.132  -0.09
F: 1.259 -3.131 -0.229  -0.28
F: -0.511 -2.899 1.201  -0.22
H: -0.608 2.270 0.384  0.34
H: 1.882 1.926 -2.636  0.27
H: 1.020 3.103 -1.898  0.28
H: -0.956 -0.319 2.616  0.34
H: -1.964 -1.279 1.836  0.32
H: -2.222 0.588 1.702  0.34
H: 1.523 -0.836 -1.648  0.23

As for the spin multiplicity: 1. The calculation puts the energy at -525.3291 Ha. Its SMILES is C=c1cc(C)c(=C(F)F)[nH]1. The energy above the lowest of the compared OMol25 structures with the same formula, charge and spin comes out at 87.5 kJ/mol. The HOMO energy (spin up / spin down) is -0.2716 / -0.2716 hartree. As for the HOMO-LUMO gap (spin up / spin down): 7.567 / 7.568 eV.